Entry a
The molecule CH5N3O, computed with ωB97M-V/def2-TZVPD.

Last column: natural (NBO) charge in e.
Atoms and positions in Å:
N  -0.696  -0.464  0.453  -0.15
C  0.448  0.135  -0.249  0.49
N  -1.705  0.340  0.394  -0.53
N  1.687  -0.346  0.247  -0.83
O  0.351  1.289  -0.725  -0.72
H  -0.124  -0.835  -0.892  0.18
H  -1.516  1.256  -0.039  0.41
H  -2.599  0.022  0.741  0.39
H  2.444  -0.056  -0.356  0.39
H  1.710  -1.341  0.427  0.37

* HOMO level: -0.3303 hartree
* molecular weight: 75.07 u
* multiplicity: 1

---

Entry b
A 2-piece molecular cluster, CH5N3O overall, computed with ωB97M-V/def2-TZVPD.

Last column: natural (NBO) charge in e.
Atoms and positions in Å:
C  -0.844  1.182  0.033  -0.45
N  1.387  0.496  -0.027  0.44
N  1.061  -1.634  0.125  -0.75
N  0.568  1.428  0.006  -0.22
O  2.541  0.616  -0.143  -0.33
H  -1.135  1.227  -0.946  0.21
H  -1.025  0.232  0.585  0.22
H  -1.264  2.019  0.732  0.22
H  1.317  -1.660  1.151  0.34
H  1.842  -1.711  -0.386  0.32

* HOMO level (alpha / beta): -0.3505 / -0.3504 hartree
* molecular weight: 75.07 u
* multiplicity: 1

---

Quick one: most stable of them? entry a

---

Entry a
A 2-piece molecular cluster, C4H10N4O2 overall, computed with ωB97M-V/def2-TZVPD.

Last column: natural (NBO) charge in e.
Atoms and positions in Å:
C  -4.686  0.355  0.436  -0.09
C  -1.065  -0.531  -0.691  0.10
C  -3.317  0.033  -0.050  0.69
C  2.980  -0.129  -1.052  -0.47
N  0.176  -0.272  -0.414  0.09
N  -2.075  0.177  0.064  -0.52
N  3.408  -0.182  1.234  -0.43
N  2.926  0.435  0.207  -0.13
O  0.646  0.471  0.415  -0.26
O  -4.302  -0.558  -0.651  -0.30
H  -5.208  -0.193  1.167  0.24
H  -5.290  1.184  0.231  0.25
H  -1.308  -1.251  -1.415  0.26
H  2.138  -0.830  -1.160  0.24
H  2.834  0.707  -1.739  0.26
H  3.985  -0.610  -1.132  0.27
H  -1.718  0.641  0.916  0.47
H  3.679  0.364  2.113  0.45
H  3.603  -1.164  1.202  0.43
H  2.593  1.354  0.319  0.44

* HOMO level (alpha / beta): -0.6638 / -0.6284 hartree
* molecular weight: 146.15 u
* multiplicity: 1
* total charge: +2

---

Entry b
An isolated ion of composition C4H10N4O2 and charge +2, computed with ωB97M-V/def2-TZVPD.

Last column: natural (NBO) charge in e.
Atoms and positions in Å:
C  -2.579  1.114  0.108  -0.48
N  -1.482  0.218  -0.251  -0.19
N  -1.740  -1.133  -0.049  -0.69
C  -0.094  0.589  0.371  0.22
N  0.260  1.843  0.014  0.12
O  1.287  2.295  -0.291  -0.06
N  0.997  -0.775  0.062  -0.59
C  2.245  -0.592  0.045  0.64
C  3.615  -1.031  -0.163  -0.08
O  3.110  0.334  0.114  -0.33
H  -2.776  0.783  1.164  0.24
H  -2.334  2.213  0.145  0.30
H  -3.574  0.834  -0.479  0.30
H  -1.418  0.321  -1.227  0.44
H  -1.638  -1.700  -0.898  0.42
H  -2.630  -1.361  0.540  0.45
H  0.000  0.424  1.390  0.28
H  0.594  -1.726  -0.079  0.48
H  4.162  -1.427  0.645  0.25
H  3.997  -1.224  -1.162  0.26

* HOMO level (alpha / beta): -0.6726 / -0.6725 hartree
* molecular weight: 146.15 u
* multiplicity: 1
* total charge: +2
* SMILES: C[N@H+](N)[C@H](N=O)/[NH+]=C1/CO1

---

Quick one: most stable of them? entry a